{
  "formula": "C3H4N4O",
  "method": "ωB97M-V/def2-TZVPD",
  "species": ["N", "C", "C", "N", "N", "C", "O", "N", "H", "H", "H", "H"],
  "positions_angstrom": [[-1.5875, 1.8939, -0.2135], [-0.7416, 0.8333, 0.0467], [-0.7965, 0.1483, 1.1174], [-0.2702, -1.1857, 1.3435], [0.6124, -1.3817, 0.5379], [1.0116, -0.5635, -0.5340], [2.0229, -0.9053, -1.0754], [0.1103, 0.4270, -0.9477], [-2.1064, 2.1656, 0.7920], [-1.6923, 2.7538, -1.0696], [-1.3862, 0.8639, 2.0704], [0.1063, 0.6763, -2.0115]],
  "smiles": "Nc1cnnc(=O)[nH]1",
  "e_lumo_ev": 0.11,
  "gap_ev": 8.93,
  "molar_mass_da": 112.09,
  "charge": 0,
  "de_lowest_kj_mol": 448.5
}



{
  "formula": "C3H4N4O",
  "method": "ωB97M-V/def2-TZVPD",
  "species": ["C", "C", "C", "H", "H", "H", "H", "N", "N", "N", "N", "O"],
  "positions_angstrom": [[1.4199, 0.9859, -0.3749], [1.1693, 0.4722, 0.7801], [-0.0843, -0.2334, 0.9565], [-2.4644, -0.7506, -1.4967], [-2.0739, -1.1783, 0.6552], [2.3945, 1.4540, -0.3323], [1.9694, 0.6736, 1.5558], [-1.6888, -1.2229, -0.4311], [-0.6815, -0.2432, -0.2360], [-0.3223, 0.2626, -1.3234], [0.8148, 0.8907, -1.5358], [-0.4527, -1.1107, 1.7826]],
  "e_lumo_ev": -0.27,
  "gap_ev": 9.39,
  "molar_mass_da": 112.09,
  "charge": 0,
  "de_lowest_kj_mol": 579.5
}



{
  "formula": "C3H4N4O",
  "method": "ωB97M-V/def2-TZVPD",
  "species": ["H", "N", "C", "N", "N", "N", "C", "C", "O", "H", "H", "H"],
  "positions_angstrom": [[-3.8255, 0.2648, 0.0817], [-3.1214, -0.5175, 0.0075], [-1.9523, -0.0494, -0.0623], [-1.4751, 1.2593, -0.0456], [-0.1792, 1.1942, 0.0440], [0.1777, -0.0062, 0.0700], [1.4268, -0.5814, -0.0252], [2.5473, 0.1210, -0.0435], [-0.9024, -0.8440, -0.0596], [1.3548, -1.6706, 0.1561], [2.4624, 1.2098, -0.1594], [3.4870, -0.3801, 0.0363]],
  "smiles": "[H]/N=c1\\nnn(C=C)o1",
  "e_lumo_ev": -0.33,
  "gap_ev": 8.62,
  "molar_mass_da": 112.09,
  "charge": 0,
  "de_lowest_kj_mol": 423.7
}



{
  "formula": "C3H4N4O",
  "method": "ωB97M-V/def2-TZVPD",
  "species": ["C", "C", "O", "N", "C", "N", "N", "N", "H", "H", "H", "H"],
  "positions_angstrom": [[1.0982, 0.6756, -0.7759], [1.5614, -0.3282, 0.0344], [0.6378, -1.1763, 0.5226], [-0.5696, -0.7974, 0.2743], [-1.1213, 0.0952, 1.0126], [-2.2813, 0.4627, 0.5040], [-2.2741, -0.3626, -0.7739], [-1.2303, -1.1851, -0.8750], [2.0116, 1.5505, -0.6498], [0.1719, 1.0648, -1.4210], [2.6936, -0.6043, 0.4035], [-0.6981, 0.6051, 1.7442]],
  "smiles": "C=COn1cnnn1",
  "e_lumo_ev": 0.66,
  "gap_ev": 10.53,
  "molar_mass_da": 112.09,
  "charge": 0,
  "de_lowest_kj_mol": 714.4
}